Entry 1:
78
Properties=species:S:1:pos:R:3:mulliken_charge:R:1 method="wB97M-V/def2-TZVPD" energy_ev=-77266.459 gap_ha="0.256 / 0.245" e_above_lowest_kcal_mol=0.0 total_charge=-1 multiplicity=6 s2=8.79
Ir -1.55 0.22 1.51 2.385
O -1.55 1.96 2.61 -0.578
N -2.02 3.03 2.07 -0.480
N -2.68 2.86 1.01 0.981
O -2.95 1.70 0.45 -0.658
C -3.16 4.04 0.34 -0.026
C -3.40 5.21 1.05 -0.303
C -3.92 6.31 0.39 -0.490
C -4.19 6.24 -0.97 -0.440
C -3.93 5.07 -1.67 -0.608
C -3.42 3.96 -1.02 -0.163
H -3.19 5.24 2.11 0.458
H -4.13 7.21 0.94 0.362
H -4.60 7.10 -1.49 0.372
H -4.13 5.01 -2.74 0.363
H -3.22 3.04 -1.53 0.462
O -4.38 -2.11 3.23 -0.699
C -3.64 -1.71 2.37 0.289
O -3.16 -0.48 2.37 -0.538
C -3.31 -2.63 1.20 0.166
C -4.10 -3.74 1.08 -0.533
C -3.94 -4.62 0.02 -0.563
C -2.99 -4.39 -0.95 -0.356
C -2.16 -3.30 -0.82 -0.486
C -2.27 -2.37 0.26 0.811
O -1.46 -1.38 0.32 -0.836
N -1.15 -3.13 -1.87 0.908
O -1.38 -3.62 -2.96 -0.674
O -0.12 -2.53 -1.61 -0.539
N -4.79 -5.80 -0.09 1.066
O -5.61 -6.00 0.79 -0.643
O -4.64 -6.53 -1.05 -0.657
H -4.85 -3.93 1.84 0.635
H -2.88 -5.05 -1.79 0.608
O -0.60 -1.14 3.68 -0.301
N -0.15 -2.24 3.39 -0.216
C 0.64 -2.51 2.28 0.369
C 1.02 -1.49 1.47 0.327
N 1.74 -1.11 0.44 1.610
C 0.89 -3.88 1.94 -0.060
N 1.10 -4.96 1.60 -0.613
C 2.35 1.01 2.74 -1.543
C 2.59 1.56 1.33 2.519
C 4.08 1.42 1.00 -1.778
C 2.20 3.05 1.31 -1.781
Si 1.44 0.68 0.11 -1.488
O -0.08 1.05 0.48 -0.078
C 2.80 -1.92 -0.10 -0.104
C 3.63 -2.65 0.75 -0.147
C 4.65 -3.43 0.23 -0.774
C 4.85 -3.48 -1.14 -0.549
C 4.02 -2.75 -1.99 -1.126
C 3.00 -1.98 -1.47 -0.299
C 1.75 1.12 -1.68 0.584
C 3.02 1.18 -2.27 0.221
C 3.17 1.61 -3.58 -1.008
C 2.06 1.98 -4.33 -0.549
C 0.79 1.90 -3.76 -0.709
C 0.65 1.49 -2.44 -0.536
H 2.88 1.64 3.47 0.643
H 2.71 -0.01 2.85 0.170
H 1.28 1.03 3.01 0.108
H 4.69 1.87 1.79 0.473
H 4.33 1.93 0.07 0.345
H 4.38 0.37 0.90 0.247
H 2.80 3.61 2.04 0.495
H 1.15 3.17 1.57 0.188
H 2.36 3.49 0.32 0.341
H 3.47 -2.61 1.82 0.436
H 5.28 -4.00 0.90 0.395
H 5.64 -4.10 -1.55 0.405
H 4.16 -2.80 -3.06 0.416
H 2.32 -1.45 -2.13 0.697
H 3.90 0.88 -1.72 0.556
H 4.16 1.66 -4.02 0.397
H 2.18 2.31 -5.35 0.378
H -0.08 2.17 -4.34 0.413
H -0.34 1.44 -1.99 0.332


Entry 2:
74
Properties=species:S:1:pos:R:3:mulliken_charge:R:1 method="wB97M-V/def2-TZVPD" energy_ev=-102775.644 gap_ha="0.173 / 0.173" e_above_lowest_kcal_mol=23.5 total_charge=-1
Ti 0.22 -0.58 0.09 -0.895
O 3.67 -2.37 2.17 -0.629
C 2.58 -1.67 1.75 0.457
O 2.38 -1.51 0.52 -0.342
C 1.68 -1.13 2.68 -0.247
C 1.68 -1.23 4.08 -0.700
C 0.69 -0.65 4.82 -0.989
C -0.34 0.08 4.13 -0.835
C -0.30 0.16 2.78 -0.104
N 0.67 -0.45 2.00 1.395
C -1.22 0.96 1.95 0.493
O -2.10 1.71 2.40 -0.862
O -0.94 0.90 0.68 1.300
H 4.09 -2.67 1.35 0.350
H 2.49 -1.77 4.56 0.524
H 0.68 -0.73 5.89 0.397
H -1.14 0.59 4.66 0.555
O -1.21 -3.97 1.78 -0.778
S -1.34 -2.89 0.85 1.701
O -1.93 -1.66 1.35 -0.684
O -0.07 -2.58 0.14 -0.562
C -2.46 -3.49 -0.42 -0.311
C -2.76 -4.85 -0.38 -0.638
C -3.67 -5.40 -1.27 -0.607
C -4.30 -4.59 -2.21 -0.605
C -4.01 -3.24 -2.26 -0.744
C -3.10 -2.68 -1.38 -0.207
S -2.82 -0.93 -1.57 1.940
O -3.09 -0.60 -2.95 -0.816
O -3.73 -0.29 -0.62 -1.018
O -1.40 -0.77 -1.24 -0.476
H -2.27 -5.45 0.37 0.532
H -3.89 -6.46 -1.23 0.377
H -5.01 -5.02 -2.91 0.390
H -4.46 -2.60 -3.00 0.497
C 1.59 -1.70 -3.96 -0.812
C 2.65 -0.83 -4.22 -0.893
C 3.02 0.08 -3.24 -0.957
C 2.32 0.13 -2.04 1.435
C 1.22 -0.69 -1.77 0.736
C 0.90 -1.62 -2.77 -0.749
C 2.72 1.04 -0.95 1.194
C 4.08 1.45 -0.83 -1.375
C 4.48 2.15 0.26 -1.351
C 3.50 2.57 1.20 0.907
C 3.82 3.36 2.32 -0.740
C 2.85 3.84 3.14 -0.814
C 1.50 3.57 2.84 -0.475
C 1.16 2.79 1.77 -0.189
C 2.16 2.21 0.95 -0.011
N 1.80 1.35 -0.07 0.789
H 1.31 -2.44 -4.71 0.445
H 3.18 -0.86 -5.16 0.359
H 3.83 0.77 -3.44 0.418
H 0.07 -2.31 -2.60 0.376
H 4.80 1.13 -1.57 0.395
H 5.52 2.42 0.41 0.379
H 4.87 3.59 2.50 0.389
H 3.10 4.44 4.01 0.366
H 0.71 3.99 3.45 0.478
H 0.12 2.62 1.52 0.284
N -3.35 2.29 -0.18 0.109
C -3.09 2.94 -1.49 -0.462
C -1.64 3.37 -1.71 -0.842
N -0.71 2.38 -2.20 -0.340
H -4.18 2.66 0.27 0.413
H -2.59 2.32 0.52 -0.032
H -3.49 1.26 -0.32 0.263
H -3.75 3.81 -1.57 0.457
H -3.37 2.22 -2.27 0.289
H -1.24 3.80 -0.79 0.306
H -1.69 4.19 -2.44 0.377
H -1.11 1.80 -2.92 0.354
H -0.37 1.76 -1.47 -0.338


Entry 3:
9
Properties=species:S:1:pos:R:3:mulliken_charge:R:1 method="wB97M-V/def2-TZVPD" energy_ev=-89801.939 gap_ha=0.351 e_above_lowest_kcal_mol=9.3 smiles="O=C(Cl)C(=O)CBr"
O -2.38 0.61 0.55 -0.414
C -2.39 -0.57 0.35 0.473
Cl -3.69 -1.51 -0.14 -0.107
C -0.77 -1.46 0.56 0.371
O -0.74 -2.63 0.63 -0.407
C 0.34 -0.42 0.61 -0.549
Br 2.04 -1.23 0.05 -0.121
H 0.11 0.36 -0.06 0.414
H 0.33 -0.32 1.69 0.339


Entry 4:
16
Properties=species:S:1:pos:R:3:mulliken_charge:R:1 method="wB97M-V/def2-TZVPD" energy_ev=-4341.902 gap_ha=0.456 e_above_lowest_kcal_mol=14.4 smiles=CC.CC
C -1.06 0.99 -0.06 -0.556
C -2.26 1.92 0.14 -1.058
H -0.30 1.67 -0.51 0.243
H -0.60 0.73 0.90 0.213
H -1.36 0.24 -0.81 0.258
H -2.98 1.69 0.95 0.303
H -2.85 2.01 -0.77 0.297
H -2.02 2.93 0.52 0.296
C 1.87 -1.54 0.68 -0.845
C 1.45 -1.42 -0.77 -0.733
H 1.01 -1.25 1.34 0.209
H 2.10 -2.54 1.06 0.338
H 2.69 -0.89 0.97 0.264
H 0.63 -2.03 -1.12 0.268
H 1.46 -0.34 -0.95 0.190
H 2.26 -1.83 -1.43 0.314


Entry 5:
88
Properties=species:S:1:pos:R:3:mulliken_charge:R:1 method="wB97M-V/def2-TZVPD" energy_ev=-97712.170 gap_ha=0.179 e_above_lowest_kcal_mol=0.0 total_charge=+2
Ti -0.56 -0.29 0.68 -0.566
C -0.68 3.56 1.35 -1.940
C -0.74 2.15 1.90 1.086
C 0.43 1.50 2.35 1.253
C 1.79 2.13 2.24 -1.865
C 0.34 0.26 3.03 0.393
C 1.55 -0.23 3.77 -1.813
C -0.91 -0.39 3.16 1.407
C -0.97 -1.76 3.79 -2.137
C -2.08 0.29 2.79 0.837
C -3.45 -0.23 3.14 -1.843
C -2.00 1.57 2.17 0.961
C -3.27 2.31 1.91 -2.012
H -0.94 4.26 2.14 0.452
H -1.38 3.73 0.54 0.471
H 0.30 3.84 0.99 0.326
H 2.54 1.41 1.93 0.398
H 2.10 2.50 3.22 0.431
H 1.84 2.97 1.56 0.379
H 1.75 0.49 4.57 0.382
H 2.44 -0.26 3.15 0.407
H 1.41 -1.20 4.22 0.497
H -1.00 -1.69 4.88 0.403
H -0.09 -2.34 3.51 0.171
H -1.85 -2.31 3.47 0.477
H -4.06 -0.41 2.26 0.283
H -3.97 0.53 3.73 0.402
H -3.41 -1.13 3.74 0.518
H -4.03 1.67 1.48 0.456
H -3.14 3.17 1.27 0.454
H -3.66 2.68 2.86 0.432
C 3.34 -4.91 1.11 -1.197
C 3.04 -3.71 2.01 -0.489
C 2.73 -2.47 1.24 0.315
N 1.65 -1.80 1.35 -0.937
N 1.59 -0.68 0.54 0.955
C 2.70 -0.53 -0.19 0.217
N 3.04 0.42 -1.01 0.378
S 3.85 -1.80 0.10 -0.204
H 3.56 -5.79 1.72 0.399
H 4.20 -4.72 0.48 0.400
H 2.49 -5.15 0.47 0.295
H 3.89 -3.52 2.67 0.476
H 2.18 -3.91 2.66 0.152
H 2.49 1.24 -1.20 -0.139
H 3.95 0.43 -1.52 0.024
O 5.37 0.61 -2.72 -0.829
S 5.29 2.03 -3.11 1.194
O 4.62 2.81 -2.08 -0.658
O 6.46 2.59 -3.70 -0.642
C 4.02 1.90 -4.41 -0.005
N 4.26 1.63 -5.68 -0.461
C 3.21 1.42 -6.45 -0.252
C 1.89 1.38 -6.00 -0.723
C 1.73 1.66 -4.65 0.031
N 2.79 1.96 -3.88 -0.059
C 0.62 1.41 -3.66 0.741
C 0.67 2.22 -2.51 -0.467
C 0.35 1.64 -1.31 -1.385
N -0.19 0.40 -1.23 2.651
C -0.45 -0.27 -2.36 -0.373
C -0.11 0.23 -3.60 -1.578
H 3.42 1.24 -7.50 0.438
H 1.07 1.15 -6.67 0.467
H 1.18 3.17 -2.53 0.517
H 0.54 2.16 -0.38 0.053
H -0.92 -1.24 -2.24 0.543
H -0.22 -0.41 -4.47 0.508
C -0.82 -3.39 0.63 -0.783
O -0.84 -1.97 0.52 0.298
H -1.26 -3.81 -0.27 0.381
H -1.39 -3.69 1.51 0.344
H 0.21 -3.71 0.73 0.029
C -5.49 -2.35 -0.83 -1.409
C -4.51 -1.23 -0.78 0.458
C -4.47 -0.01 -1.42 -1.323
C -3.31 0.63 -0.99 0.217
N -2.64 -0.15 -0.12 1.439
N -3.40 -1.28 -0.03 -0.136
C -2.86 1.99 -1.40 -1.142
H -6.42 -2.01 -1.28 0.403
H -5.71 -2.73 0.16 0.361
H -5.10 -3.17 -1.44 0.283
H -5.21 0.38 -2.11 0.577
H -3.11 -2.03 0.58 -0.077
H -3.69 2.69 -1.32 0.466
H -2.53 1.99 -2.44 0.357
H -2.04 2.35 -0.78 -0.197